No. 1
C21H23FN9O4STl | the ωB97M-V functional and the def2-TZVPD basis

Values from the calculation:
LUMO energy: 4.11 eV
Total energy: -2278.3963 hartree
HOMO-LUMO gap: 5.490 eV
Total charge: -2
Energy relative to the best compared isomer or geometry (same formula, charge and spin): 24.2 kJ/mol

CARTESIAN COORDINATES (ANGSTROEM)
1 Tl 0.3651 0.6648 -0.8692
2 C -0.9798 4.0269 -0.0657
3 N -1.1173 2.7381 0.5717
4 C -2.5110 2.4358 0.8311
5 C -0.3015 2.6657 1.7782
6 C -0.3307 1.3004 2.4325
7 C -0.4679 1.2267 3.8179
8 C -0.5005 -0.0083 4.4576
9 C -0.4317 -1.1600 3.6828
10 C -0.3150 -1.0543 2.2968
11 C -0.2344 0.1641 1.6145
12 H -1.2905 4.8538 0.6032
13 H -1.5903 4.0589 -0.9697
14 H 0.0616 4.1856 -0.3542
15 H -2.9715 3.1793 1.5111
16 H -2.5937 1.4488 1.2836
17 H -3.0646 2.4369 -0.1096
18 H -0.6172 3.4421 2.5041
19 H 0.7264 2.9035 1.4791
20 H -0.5524 2.1394 4.4047
21 H -0.5868 -0.0688 5.5372
22 H -0.4638 -2.1362 4.1592
23 H -0.2914 -1.9818 1.7244
24 N -4.9991 1.2658 -1.8894
25 C -4.9671 2.5289 -2.2378
26 N -6.1229 3.3185 -2.1400
27 N -3.9205 3.2206 -2.6810
28 C -2.7163 2.6912 -2.7546
29 N -1.6048 2.3668 -2.8687
30 H -5.9166 1.0016 -1.5465
31 H -3.7566 0.2569 -1.7120
32 H -6.9813 2.8187 -2.3085
33 H -6.0394 4.1678 -2.6772
34 S -1.2339 -0.0032 -5.8038
35 C 0.0430 1.1336 -5.7237
36 C 0.8639 0.8243 -4.6925
37 N 0.5270 -0.2976 -3.9787
38 C -0.5464 -0.8314 -4.4531
39 H 0.0896 1.9719 -6.3980
40 H 1.7287 1.3940 -4.3872
41 H -1.0221 -1.7096 -4.0417
42 N -2.9177 -0.3742 -1.4483
43 C -1.8418 -0.7361 -1.2089
44 F 4.6817 -6.8287 0.8931
45 C 4.7372 -5.5724 1.3950
46 C 3.8011 -4.6686 1.0707
47 N 3.7600 -3.4103 1.6023
48 C 2.8445 -2.4405 0.9846
49 C 3.1009 -2.2754 -0.5357
50 O 3.8351 -3.1401 -1.0595
51 O 2.5092 -1.3095 -1.0425
52 C 4.7761 -2.9683 2.4208
53 O 4.8622 -1.8475 2.8770
54 N 5.7253 -3.9360 2.7281
55 C 5.8170 -5.2510 2.2845
56 O 6.7229 -5.9796 2.6579
57 H 2.9835 -4.9364 0.4194
58 H 2.9448 -1.4867 1.4887
59 H 1.8233 -2.7992 1.1130
60 H 6.4683 -3.6199 3.3330



No. 2
C21H23N2O7S | the ωB97M-V functional and the def2-TZVPD basis

Values from the calculation:
LUMO energy: -3.68 eV
Total energy: -1847.9551 hartree
HOMO-LUMO gap: 8.321 eV
Total charge: +1

CARTESIAN COORDINATES (ANGSTROEM)
1 C -2.3506 0.9933 2.3222
2 C -1.5040 2.0192 1.6152
3 O -1.7394 1.9623 0.1851
4 N -2.1847 3.1702 -0.3464
5 S -3.9487 3.3661 -0.1474
6 C -1.8004 3.1565 -1.8141
7 N -0.3878 2.9240 -1.9370
8 H -1.8841 0.7385 3.2637
9 H -2.3466 0.0926 1.7196
10 H -3.3694 1.3242 2.4674
11 H -1.7090 3.0114 2.0063
12 H -0.4608 1.7932 1.7842
13 H -1.7267 3.9684 0.1055
14 H -4.2898 2.5077 -1.1217
15 H -2.0973 4.1023 -2.2436
16 H -2.3944 2.3926 -2.2947
17 H -0.0455 3.6137 -2.5998
18 H -0.2871 2.0397 -2.4257
19 C 3.3520 0.5688 -4.2713
20 C 2.0849 0.7250 -3.9056
21 C 0.9758 0.1724 -4.7103
22 O -0.1831 0.3280 -4.3665
23 C 1.3248 -0.5668 -5.9428
24 C 2.5926 -0.7278 -6.3134
25 C 3.7079 -0.1748 -5.5059
26 O 4.8632 -0.3207 -5.8343
27 H 4.1765 0.9687 -3.6940
28 H 1.8067 1.2568 -3.0035
29 H 0.4972 -0.9645 -6.5154
30 H 2.8691 -1.2661 -7.2105
31 C -4.1637 -1.8385 6.0136
32 C -3.0832 -1.2067 5.5635
33 C -2.7938 0.1936 5.9551
34 O -1.8093 0.7734 5.5377
35 C -3.7470 0.8646 6.8701
36 C -4.8286 0.2352 7.3217
37 C -5.1231 -1.1669 6.9289
38 O -6.1063 -1.7410 7.3360
39 H -4.3954 -2.8605 5.7423
40 H -2.3694 -1.6789 4.8998
41 H -3.5113 1.8848 7.1449
42 H -5.5383 0.7054 7.9900
43 C 3.3176 -3.9233 -1.4782
44 C 4.1476 -4.1584 -0.4655
45 C 5.3905 -3.3645 -0.2877
46 O 6.1448 -3.5758 0.6344
47 C 5.6708 -2.2983 -1.2837
48 C 4.8386 -2.0650 -2.2946
49 C 3.5980 -2.8577 -2.4704
50 O 2.8374 -2.6446 -3.3936
51 H 2.4086 -4.4916 -1.6286
52 H 3.9633 -4.9312 0.2697
53 H 6.5818 -1.7322 -1.1373
54 H 5.0289 -1.2969 -3.0331



No. 3
C21H23N2S | the ωB97M-V functional and the def2-TZVPD basis

Values from the calculation:
LUMO energy: -5.14 eV
Total energy: -1321.4465 hartree
HOMO-LUMO gap: 6.096 eV
Total charge: +1
Energy relative to the best compared isomer or geometry (same formula, charge and spin): 116.7 kJ/mol

CARTESIAN COORDINATES (ANGSTROEM)
1 C -2.3889 -0.7942 2.5743
2 C -2.1481 0.6630 2.8998
3 N -0.8129 1.1215 2.5377
4 C 0.1580 0.2551 2.5891
5 N -0.0037 -1.0720 2.8121
6 C -1.2911 -1.6476 3.1399
7 C 1.1566 -1.8940 3.0897
8 C 2.3764 -1.0941 2.6573
9 S 1.8651 0.6176 2.3272
10 H -3.3462 -1.1200 2.9823
11 H -2.4279 -0.9248 1.4939
12 H -2.8424 1.3038 2.3535
13 H -2.3541 0.8116 3.9782
14 H -1.3774 -1.7122 4.2331
15 H -1.3051 -2.6534 2.7163
16 H 1.2199 -2.1203 4.1671
17 H 1.0730 -2.8441 2.5469
18 H 3.1321 -1.0589 3.4506
19 H 2.8208 -1.5049 1.7430
20 C -1.6438 4.7342 4.2832
21 C -2.3589 5.7046 5.0695
22 C -2.3560 5.6241 6.4933
23 C -3.0698 6.5258 7.2754
24 C -3.8275 7.5455 6.6718
25 C -3.8226 7.6696 5.2727
26 C -3.1130 6.7629 4.4796
27 C -1.4944 4.7771 2.8970
28 C -0.8619 3.8109 2.1128
29 C -0.6926 3.9683 0.6944
30 C -0.3954 2.8610 -0.1471
31 C -0.2486 3.0103 -1.5232
32 C -0.4013 4.2787 -2.1152
33 C -0.6879 5.3946 -1.3092
34 C -0.8101 5.2488 0.0703
35 H -1.1766 3.9133 4.8320
36 H -1.7951 4.8145 6.9632
37 H -3.0559 6.4379 8.3660
38 H -4.4185 8.2287 7.2836
39 H -4.3916 8.4752 4.8021
40 H -3.1568 6.8337 3.3956
41 H -1.9306 5.6261 2.3698
42 H -0.4492 2.9031 2.5629
43 H -0.2849 1.8831 0.3350
44 H -0.0054 2.1438 -2.1417
45 H -0.2885 4.4016 -3.1964
46 H -0.7999 6.3809 -1.7571
47 H -0.9614 6.1301 0.6926



No. 4
C21H23N3O4S2 | the ωB97M-V functional and the def2-TZVPD basis

Values from the calculation:
LUMO energy: 0.29 eV
Total energy: -2075.6584 hartree
HOMO-LUMO gap: 8.783 eV
Energy relative to the best compared isomer or geometry (same formula, charge and spin): 183.7 kJ/mol
SMILES: COc1cccc(CNC(=O)Cc2ccc(NC3=N[C@H]4CS(=O)(=O)C[C@H]4S3)cc2)c1

CARTESIAN COORDINATES (ANGSTROEM)
1 C 0.4907 -1.9100 2.2136
2 H 0.2501 -2.8942 2.6275
3 O -0.6613 -1.2482 1.7505
4 C -1.4153 -1.8635 0.7953
5 C -1.0966 -3.0761 0.1935
6 C -1.9476 -3.6128 -0.7579
7 C -3.1060 -2.9564 -1.1260
8 C -3.4317 -1.7430 -0.5320
9 C -2.5857 -1.2047 0.4236
10 H -2.8202 -0.2659 0.9010
11 C -4.6661 -0.9829 -0.9459
12 N -4.3120 0.3561 -1.3694
13 C -4.6543 1.4562 -0.6614
14 O -5.4960 1.4602 0.2078
15 C -3.8272 2.6866 -1.0405
16 C -2.4739 2.4390 -0.4367
17 C -2.2883 2.6128 0.9311
18 C -1.0959 2.2654 1.5302
19 C -0.0604 1.7246 0.7713
20 C -0.2286 1.5622 -0.5980
21 C -1.4283 1.9159 -1.1871
22 H -1.5432 1.7866 -2.2547
23 H 0.5751 1.1488 -1.1832
24 N 1.1168 1.3764 1.4344
25 C 2.1908 0.7441 0.9444
26 N 2.4234 0.3971 -0.2458
27 C 3.6622 -0.2660 -0.4838
28 C 4.4496 0.4301 -1.5864
29 H 4.2747 0.0035 -2.5670
30 H 4.2651 1.5008 -1.6007
31 S 6.1754 0.1917 -1.0810
32 O 7.0340 1.2097 -1.6133
33 O 6.5497 -1.1791 -1.2789
34 C 5.8060 0.4622 0.6809
35 C 4.5277 -0.3243 0.8376
36 H 4.7580 -1.3622 1.0819
37 S 3.4670 0.3353 2.1597
38 H 6.6161 0.1044 1.3072
39 H 5.6653 1.5321 0.8116
40 H 3.4468 -1.2952 -0.7981
41 H 1.1105 1.5296 2.4331
42 H -0.9687 2.3961 2.5952
43 H -3.0966 3.0064 1.5288
44 H -4.2990 3.5680 -0.6079
45 H -3.7699 2.7923 -2.1236
46 H -3.5310 0.4206 -2.0043
47 H -5.1809 -1.5052 -1.7587
48 H -5.3572 -0.8676 -0.1054
49 H -3.7596 -3.3857 -1.8705
50 H -1.6945 -4.5563 -1.2185
51 H -0.1971 -3.6103 0.4541
52 H 1.2357 -2.0224 1.4188
53 H 0.9023 -1.2831 3.0033



No. 5
C21H23N6O6PRhS | the ωB97M-V functional and the def2-TZVPD basis

Values from the calculation:
LUMO energy (alpha / beta): -0.17 / -0.17 eV
Total energy: -2444.0749 hartree
HOMO-LUMO gap (alpha / beta): 6.822 / 6.786 eV
Expectation value of S²: 0.7541
Energy relative to the best compared isomer or geometry (same formula, charge and spin): 58.7 kJ/mol
2S+1: 2

CARTESIAN COORDINATES (ANGSTROEM)
1 Rh 0.5248 1.7263 -0.3990
2 O -1.4056 2.7844 -0.1497
3 N -2.1768 2.1211 0.6891
4 C -3.5066 2.1816 0.4723
5 C -4.3941 1.5690 1.3193
6 C -3.8999 0.8634 2.4119
7 C -2.5382 0.7909 2.6024
8 C -1.6483 1.4147 1.7287
9 S 0.0781 1.3176 1.8747
10 H -3.7730 2.7268 -0.4194
11 H -5.4510 1.6311 1.1078
12 H -4.5720 0.3544 3.0890
13 H -2.1158 0.2245 3.4198
14 N 4.4056 2.8064 -1.2557
15 C 4.7166 2.7512 0.0880
16 C 3.5318 2.6260 0.7437
17 N 2.5065 2.6147 -0.1614
18 C 3.0605 2.7143 -1.3587
19 C 2.2172 2.6130 -2.5319
20 N 0.9361 2.3761 -2.3377
21 C 0.3540 2.2007 -3.5619
22 C 1.3051 2.3785 -4.5187
23 N 2.4923 2.6409 -3.8543
24 H 5.0652 2.9015 -2.0063
25 H 5.7300 2.8116 0.4400
26 H 3.3438 2.5694 1.8014
27 H -0.6902 1.9459 -3.6450
28 H 1.2560 2.3463 -5.5914
29 H 3.3855 2.7830 -4.2890
30 C 4.3688 -1.4775 1.0619
31 P 2.6114 -1.5471 0.6454
32 C 1.7767 -1.7932 2.2231
33 C 2.3892 -3.0922 -0.2573
34 O 2.1472 -0.3672 -0.1302
35 H 4.6900 -2.3684 1.6016
36 H 4.5491 -0.5975 1.6797
37 H 4.9481 -1.3831 0.1433
38 H 2.0617 -2.7495 2.6636
39 H 0.6993 -1.7621 2.0679
40 H 2.0293 -0.9819 2.9047
41 H 2.7719 -3.9489 0.2972
42 H 2.9028 -3.0167 -1.2157
43 H 1.3248 -3.2302 -0.4511
44 O -2.6296 0.6729 -2.3638
45 C -1.8799 0.0467 -1.6173
46 O -0.6254 0.2095 -1.4612
47 C -2.4787 -1.0575 -0.7465
48 C -3.8155 -1.4178 -0.8783
49 C -4.3584 -2.4073 -0.0758
50 C -3.5342 -3.0181 0.8553
51 C -2.1991 -2.6845 1.0100
52 C -1.6771 -1.6956 0.1952
53 N -4.1006 -4.0625 1.7222
54 O -5.2884 -4.3013 1.6229
55 O -3.3646 -4.5772 2.5437
56 H -4.4152 -0.9013 -1.6156
57 H -5.3920 -2.7075 -0.1569
58 H -1.6048 -3.1908 1.7565
59 H -0.6443 -1.3780 0.2677



No. 6
C21H23O5PPtS | the ωB97M-V functional and the def2-TZVPD basis

Values from the calculation:
LUMO energy: -0.53 eV
Total energy: -2049.0392 hartree
HOMO-LUMO gap: 7.626 eV
Energy relative to the best compared isomer or geometry (same formula, charge and spin): 127.4 kJ/mol

CARTESIAN COORDINATES (ANGSTROEM)
1 Pt 0.5063 -0.0938 -2.1764
2 O 3.5726 -2.9858 -2.4462
3 S 2.7031 -1.9917 -1.8894
4 O 1.1988 -2.1403 -2.0625
5 O 3.0870 -0.6395 -2.2469
6 C 2.8276 -2.0293 -0.1163
7 C 3.8035 -2.7978 0.4922
8 C 3.9073 -2.8135 1.8750
9 C 3.0265 -2.0671 2.6419
10 C 2.0478 -1.3024 2.0260
11 C 1.9342 -1.2724 0.6378
12 P 0.6034 -0.2054 -0.0387
13 C 0.9506 1.3948 0.7337
14 C 0.4879 1.7704 1.9942
15 C 0.8720 2.9848 2.5398
16 C 1.7279 3.8237 1.8402
17 C 2.2034 3.4479 0.5934
18 C 1.8148 2.2388 0.0381
19 C -0.8790 -0.9007 0.7170
20 C -1.9686 -0.1005 1.0454
21 C -3.1367 -0.6752 1.5156
22 C -3.2267 -2.0530 1.6495
23 C -2.1454 -2.8554 1.3172
24 C -0.9726 -2.2834 0.8528
25 H 4.4695 -3.3768 -0.1320
26 H 4.6727 -3.4116 2.3508
27 H 3.0953 -2.0787 3.7212
28 H 1.3629 -0.7287 2.6379
29 H -0.1727 1.1210 2.5509
30 H 0.5052 3.2742 3.5153
31 H 2.0266 4.7701 2.2708
32 H 2.8770 4.0953 0.0491
33 H 2.1881 1.9325 -0.9324
34 H -1.9051 0.9736 0.9372
35 H -3.9796 -0.0469 1.7721
36 H -4.1415 -2.5019 2.0137
37 H -2.2145 -3.9303 1.4150
38 H -0.1357 -2.9133 0.5787
39 C -4.8073 0.3968 -2.0769
40 C -3.3090 0.6291 -2.0090
41 O -2.5745 -0.5892 -2.0097
42 H -5.3502 1.3412 -2.0145
43 H -5.1273 -0.2466 -1.2568
44 H -5.0856 -0.0830 -3.0172
45 H -3.0477 1.1311 -1.0788
46 H -2.9659 1.2705 -2.8272
47 H -2.7158 -1.0042 -2.8665
48 C 0.3071 2.7487 -3.0206
49 O -0.2016 1.4410 -3.0801
50 H 1.3702 2.7993 -3.2809
51 H 0.1697 3.1667 -2.0178
52 H -0.2563 3.3673 -3.7259